1.
DFT (ωB97M-V/def2-TZVPD) results for a single C21H19NO4S2 molecule at a distorted geometry.

Each line ends with the Mulliken charge.
Element x y z (Å)
O 0.28 -4.52 0.17  -0.604
C 0.32 -3.45 0.70  0.175
O -0.39 -3.15 1.79  -0.373
H -0.94 -3.91 2.06  0.339
C 1.12 -2.26 0.23  0.628
C 2.33 -2.67 -0.62  -0.552
C 2.82 -1.51 -1.49  -1.365
N 3.08 -0.32 -0.70  0.074
C 4.23 -0.17 0.01  0.492
S 5.45 -1.25 0.07  -0.286
S 4.22 1.37 0.85  -0.233
C 2.60 1.75 0.27  0.627
C 1.95 2.88 0.61  -0.978
C 0.57 3.20 0.30  0.373
C 0.26 4.49 -0.14  -0.701
C -1.04 4.85 -0.41  -0.693
C -2.06 3.94 -0.22  -0.878
C -1.78 2.67 0.26  -0.684
C -0.47 2.28 0.52  1.112
O -0.13 1.08 1.05  -0.272
C -1.15 0.25 1.59  -1.700
C -1.98 -0.52 0.59  1.390
C -1.73 -0.47 -0.77  0.259
C -2.50 -1.23 -1.64  -0.858
C -3.52 -2.03 -1.16  -0.584
C -3.77 -2.07 0.20  -0.570
C -3.01 -1.32 1.07  -0.966
H -3.20 -1.35 2.14  0.439
H -4.57 -2.69 0.58  0.417
H -4.11 -2.62 -1.84  0.407
H -2.29 -1.18 -2.70  0.458
H -0.94 0.15 -1.15  0.352
H -1.80 0.84 2.25  0.613
H -0.60 -0.47 2.22  0.502
H -2.59 1.97 0.40  0.488
H -3.08 4.21 -0.44  0.411
H -1.26 5.85 -0.78  0.395
H 1.07 5.19 -0.28  0.501
H 2.50 3.63 1.16  0.475
C 2.15 0.70 -0.65  0.430
O 1.16 0.73 -1.34  -0.649
H 3.73 -1.79 -2.01  0.534
H 2.05 -1.23 -2.22  0.409
H 2.04 -3.49 -1.27  0.394
H 3.14 -3.01 0.02  0.328
H 1.41 -1.67 1.09  0.366
H 0.43 -1.65 -0.37  -0.438

Calculated values
LUMO = -0.724 eV
Energy above the lowest of the compared OMol25 structures with the same formula, charge and spin = 0.0000 eV
Highest occupied orbital energy = -0.308 Eh
Spin multiplicity = 1
Frontier orbital gap = 7.65 eV
E_tot = -1963.7697 Eh
SMILES string = O=C(O)CCCN1C(=O)/C(=C\c2ccccc2OCc2ccccc2)SC1=S


2.
DFT (ωB97M-V/def2-TZVPD) results for a single C21H19NO6 molecule.

Each line ends with the Mulliken charge.
Element x y z (Å)
C -2.71 -0.93 2.06  -0.765
C -3.25 -2.13 1.28  -0.776
C -3.21 -2.00 -0.26  0.256
C -1.79 -1.70 -0.70  0.319
O -0.99 -2.62 -0.71  -0.636
N -1.40 -0.46 -1.15  0.159
C -2.00 0.80 -1.03  0.699
O -1.38 1.77 -1.43  -0.655
C -3.35 1.00 -0.47  0.259
C -4.38 0.06 -0.42  0.856
C -5.66 0.46 -0.02  -0.577
C -5.91 1.76 0.38  -0.396
C -4.88 2.68 0.38  -0.712
C -3.62 2.31 -0.05  -0.835
H -2.82 3.03 -0.09  0.519
H -5.06 3.70 0.71  0.420
H -6.90 2.04 0.69  0.398
H -6.44 -0.29 -0.03  0.486
O -4.25 -1.23 -0.82  -0.544
C 0.00 -0.39 -1.56  -2.144
H 0.27 -1.35 -2.00  0.599
C 0.86 -0.12 -0.33  1.425
O 0.35 0.02 0.76  -0.707
C 2.32 -0.05 -0.55  0.175
C 3.13 0.14 0.57  -0.614
C 4.50 0.22 0.46  0.377
C 5.09 0.14 -0.81  0.702
C 4.29 -0.07 -1.93  -1.232
C 2.92 -0.18 -1.80  -0.432
H 2.32 -0.34 -2.68  0.392
H 4.77 -0.15 -2.89  0.419
O 6.43 0.27 -1.00  -0.463
C 7.12 0.78 0.13  -0.449
C 6.62 0.10 1.40  -0.451
H 7.14 0.48 2.28  0.345
O 5.25 0.38 1.59  -0.449
H 6.78 -0.98 1.31  0.289
H 8.18 0.59 -0.04  0.343
H 6.95 1.86 0.20  0.286
H 2.67 0.22 1.55  0.535
H 0.11 0.42 -2.27  0.638
H -3.41 -3.00 -0.66  0.330
H -4.29 -2.32 1.57  0.390
H -2.66 -3.01 1.54  0.479
H -2.66 -1.19 3.12  0.438
H -1.71 -0.67 1.74  0.116
H -3.36 -0.06 1.96  0.188

Calculated values
LUMO = 0.272 eV
Energy above the lowest of the compared OMol25 structures with the same formula, charge and spin = 0.9942 eV
Highest occupied orbital energy = -0.319 Eh
Spin multiplicity = 1
Frontier orbital gap = 8.95 eV
E_tot = -1317.8517 Eh
SMILES string = CC[C@H]1Oc2ccccc2C(=O)N(CC(=O)c2ccc3c(c2)OCCO3)C1=O


3.
DFT (ωB97M-V/def2-TZVPD) results for a single C21H19NO6S molecule at a distorted geometry.

Each line ends with the Mulliken charge.
Element x y z (Å)
C -6.44 -0.25 0.26  -1.501
C -4.95 -0.40 0.23  1.053
C -4.29 -0.56 -0.98  -0.798
C -2.91 -0.68 -1.02  -0.680
C -2.20 -0.63 0.16  -0.145
C -2.83 -0.47 1.38  -0.612
C -4.21 -0.35 1.41  -0.781
H -4.71 -0.22 2.35  0.367
H -2.23 -0.42 2.27  0.511
S -0.41 -0.81 0.11  2.104
O 0.06 -0.26 -1.13  -0.733
O 0.14 -0.31 1.34  -0.683
C -0.13 -2.65 0.06  -0.763
C 1.29 -2.76 -0.32  0.465
C 1.97 -3.36 -1.35  -0.904
C 3.30 -2.89 -1.28  -0.584
C 3.34 -2.02 -0.22  0.598
C 4.33 -1.01 0.19  0.020
O 5.38 -0.82 -0.40  -0.668
N 3.92 -0.28 1.27  -0.181
H 2.99 -0.49 1.61  0.424
C 4.25 1.14 1.38  -1.339
C 3.03 1.88 0.87  0.364
C 2.05 2.31 1.75  -0.527
C 0.82 2.77 1.31  -0.872
C 0.60 2.76 -0.05  1.067
C 1.59 2.36 -0.95  0.757
C 2.81 1.91 -0.51  -0.908
H 3.56 1.57 -1.21  0.535
O 1.12 2.48 -2.22  -0.531
C -0.24 2.82 -2.10  -0.243
O -0.53 3.11 -0.75  -0.534
H -0.86 1.98 -2.44  0.226
H -0.45 3.71 -2.72  0.297
H 0.05 3.08 1.99  0.442
H 2.24 2.26 2.81  0.326
H 5.13 1.32 0.76  0.457
H 4.46 1.38 2.42  0.392
O 2.12 -1.96 0.37  -0.167
H 4.11 -3.13 -1.93  0.550
H 1.56 -4.04 -2.07  0.492
H -0.34 -3.00 1.06  0.385
H -0.79 -3.09 -0.68  0.404
H -2.38 -0.79 -1.95  0.489
H -4.86 -0.59 -1.90  0.377
H -6.91 -0.87 -0.50  0.382
H -6.71 0.79 0.07  0.296
H -6.84 -0.52 1.24  0.373

Calculated values
LUMO = 0.284 eV
Highest occupied orbital energy = -0.282 Eh
Spin multiplicity = 1
Frontier orbital gap = 7.97 eV
E_tot = -1715.9942 Eh
SMILES string = Cc1ccc(S(=O)(=O)Cc2ccc(C(=O)NCc3ccc4c(c3)OCO4)o2)cc1


4.
DFT (ωB97M-V/def2-TZVPD) results for a molecular structure, C21H20AlBCl2F6N2O6PS at a distorted geometry.

Each line ends with the Mulliken charge.
Element x y z (Å)
C -0.33 -3.81 2.53  -1.140
C -1.54 -2.75 2.26  -0.382
C -1.57 -2.27 0.70  0.275
F -2.41 -3.14 -0.11  -0.372
C -1.92 -0.72 0.52  0.144
C -0.67 0.24 0.53  -0.022
C -0.78 1.79 0.33  0.269
C -2.23 2.35 0.14  0.480
P -2.33 4.26 -0.07  0.398
O -1.84 5.00 1.42  -0.486
Cl -1.00 4.87 -1.65  -0.268
C -3.51 1.43 0.13  0.036
S -5.20 2.10 -0.15  1.119
O -5.87 1.26 -1.22  -0.540
O -5.94 1.94 1.17  -0.546
F -5.28 3.67 -0.68  -0.184
C -3.37 -0.13 0.35  -0.285
C -4.68 -1.08 0.39  -0.368
Cl -4.98 -1.90 -1.26  -0.162
C -4.69 -2.12 1.62  -0.110
C -6.21 -2.22 2.20  -1.153
C 0.56 2.64 0.30  -0.166
O 0.73 3.79 0.78  -0.535
C 1.83 1.90 -0.36  0.845
B 2.93 2.72 -1.27  0.479
N 4.25 3.21 -0.78  -0.516
O 2.59 2.94 -2.66  -0.605
C 1.94 0.48 -0.14  -0.254
C 3.12 -0.40 -0.71  0.320
C 3.22 -0.90 -2.20  -0.228
C 4.43 -1.79 -2.52  -0.203
N 5.49 -2.26 -1.70  -0.527
C 5.46 -1.82 -0.36  -0.283
C 4.32 -0.92 0.15  -0.221
C 0.84 -0.29 0.75  -0.425
O 1.16 -1.18 1.57  -0.499
H -0.22 -4.57 1.68  0.289
H -0.69 -4.42 3.44  0.373
H 0.64 -3.31 2.84  0.248
H -1.48 -1.84 2.95  0.300
H -2.50 -3.35 2.53  0.342
H -0.51 -2.51 0.32  0.489
H -1.69 5.96 1.20  0.325
H -5.65 -0.47 0.55  0.482
H -4.41 -3.18 1.33  0.243
H -4.00 -1.71 2.44  0.186
H -6.99 -1.87 1.43  0.331
H -6.33 -1.73 3.22  0.272
H -6.44 -3.34 2.36  0.320
H 4.97 2.47 -0.75  0.242
H 4.18 3.72 0.11  0.268
H 1.92 3.67 -2.67  0.282
H 2.43 -0.60 -2.97  0.325
H 4.47 -2.15 -3.61  0.245
H 6.26 -2.15 0.39  0.286
H 4.34 -0.62 1.26  0.258
F 8.73 0.69 -3.17  -0.458
Al 7.04 1.02 -3.61  0.732
F 6.94 2.55 -4.49  -0.453
F 6.06 1.12 -2.12  -0.356
F 6.42 -0.30 -4.63  -0.453

Calculated values
LUMO = -0.510 eV
Net charge = -1
Highest occupied orbital energy = -0.251 Eh
Spin multiplicity = 1
Frontier orbital gap = 6.33 eV
E_tot = -3899.6537 Eh